No. 1
The following is a quantum chemistry calculation of a 6-piece molecular cluster, C36H44B2F41N3O10 overall, from the OMol25 dataset.

Geometry as XYZ:
```
136
Properties=species:S:1:pos:R:3
C -2.4248 4.8600 0.4872
O -2.2195 4.3101 -0.8173
B -1.5257 3.1432 -0.9468
O -1.1078 2.8325 -2.2047
C -1.1089 2.1715 0.2351
C 0.3355 2.5664 0.5218
O 0.7293 3.6952 0.8390
N 1.1431 1.4401 0.3857
C 0.4072 0.4090 -0.2961
N 0.8805 -0.8791 0.1021
F 0.7052 0.5972 -1.6811
C -1.0870 0.6152 0.0508
C -1.8387 -0.0486 -1.1210
C -3.1800 -0.7141 -0.7811
C -4.1776 0.1277 -0.0030
C -4.8817 1.1649 -0.8948
C -5.1875 2.5069 -0.2421
N -5.5001 2.3852 1.1948
B -1.0985 -0.1074 1.4763
O -1.6385 -1.3828 1.6640
O -0.5332 0.5173 2.5579
C -1.4207 0.8151 3.6340
H -3.1190 4.2526 1.0618
H -1.4875 4.9353 1.0251
H -2.8551 5.8445 0.3809
H -1.2227 3.6136 -2.7662
H -1.6248 2.3751 1.1668
H 2.0219 1.6501 -0.0735
H 0.3155 -1.6236 -0.2956
H 1.8314 -1.0313 -0.2164
H -1.9779 0.6244 -1.9570
H -1.2090 -0.8443 -1.4996
H -2.9932 -1.6638 -0.2987
H -3.6629 -0.9636 -1.7236
H -3.7560 0.5654 0.9009
H -4.9530 -0.5496 0.3397
H -4.2699 1.3005 -1.7804
H -5.8242 0.7313 -1.2062
H -6.0433 2.9483 -0.7403
H -4.3437 3.1721 -0.4079
H -4.6227 2.3211 1.7006
H -5.8892 3.2739 1.4940
H -2.5953 -1.3112 1.8014
H -0.8208 0.9104 4.5264
H -2.1324 0.0116 3.7740
H -1.9580 1.7517 3.4941
F 6.5891 -0.8296 -2.5852
C 7.4170 0.2314 -2.6194
F 7.9700 0.3764 -1.3917
C 6.6738 1.5244 -2.9662
F 5.8252 1.8648 -1.9778
F 7.6471 2.4892 -3.0093
C 5.9521 1.5988 -4.3217
O 4.5583 1.3481 -4.3664
C 4.0384 0.0812 -4.4726
F 4.9873 -0.8335 -4.7755
F 3.1603 0.0956 -5.4954
C 3.2367 -0.3198 -3.2321
F 3.9786 -0.2145 -2.1093
F 2.8482 -1.6170 -3.3475
H 8.2160 0.0450 -3.3431
H 6.0274 2.6457 -4.6100
H 6.4847 1.0343 -5.0872
H 2.3525 0.3090 -3.1236
F -2.6283 -3.9468 7.7058
C -2.1867 -2.7042 7.4350
F -2.9416 -1.8265 8.1380
C -2.3090 -2.3632 5.9479
F -3.6108 -2.2807 5.5862
F -1.7881 -1.1087 5.8240
C -1.5500 -3.2334 4.9316
O -2.2566 -4.2640 4.2593
C -2.4293 -5.5192 4.7912
F -1.6600 -5.7217 5.8799
F -2.0302 -6.4022 3.8494
C -3.9048 -5.8375 5.0672
F -4.4623 -4.9154 5.8732
F -3.9812 -7.0422 5.6797
H -1.1466 -2.6108 7.7598
H -1.2861 -2.5485 4.1247
H -0.6065 -3.5930 5.3423
H -4.4598 -5.8705 4.1270
F 0.3611 -3.7599 -5.3009
C 0.9253 -2.5882 -5.6621
F 0.2430 -1.5920 -5.0482
C 0.8582 -2.3721 -7.1772
F -0.4246 -2.2146 -7.5719
F 1.4960 -1.1898 -7.4035
C 1.5556 -3.4032 -8.0792
O 0.7843 -4.4395 -8.6664
C 0.5083 -5.6158 -8.0131
F 1.2413 -5.7601 -6.8912
F 0.8561 -6.6198 -8.8498
C -0.9908 -5.7961 -7.7422
F -1.4918 -4.7567 -7.0503
F -1.1655 -6.9218 -7.0116
H 1.9582 -2.5663 -5.3107
H 1.8899 -2.8247 -8.9382
H 2.4567 -3.7965 -7.6085
H -1.5300 -5.8877 -8.6876
F 11.0209 5.8420 0.9359
C 11.4126 6.8811 0.1734
F 10.7216 7.9764 0.5666
C 11.1325 6.6381 -1.3126
F 9.8031 6.6076 -1.5405
F 11.6269 7.7399 -1.9491
C 11.8052 5.4307 -1.9852
O 11.0671 4.2299 -2.1374
C 10.9910 3.2806 -1.1452
F 11.8784 3.5133 -0.1566
F 11.3240 2.0971 -1.7113
C 9.5663 3.1073 -0.6111
F 9.0625 4.2781 -0.1693
F 9.5883 2.2417 0.4304
H 12.4790 7.0647 0.3337
H 11.9715 5.7539 -3.0109
H 12.7920 5.2402 -1.5631
H 8.9141 2.7192 -1.3893
F -10.2934 0.3716 4.9274
C -10.9346 -0.3441 5.8719
F -11.3947 0.5160 6.8107
C -10.0071 -1.3556 6.5515
F -9.0654 -0.7150 7.2741
F -10.8051 -2.0281 7.4316
C -9.3504 -2.4337 5.6742
O -8.0220 -2.2357 5.2214
C -7.7280 -1.5261 4.0827
F -8.8267 -1.2717 3.3434
F -6.9170 -2.3100 3.3328
C -6.9272 -0.2525 4.3751
F -7.5688 0.5393 5.2580
F -6.7663 0.4351 3.2225
H -11.7886 -0.8559 5.4190
H -9.2645 -3.2977 6.3304
H -10.0081 -2.7357 4.8588
H -5.9513 -0.5135 4.7836
```

## Properties
- Highest occupied orbital energy: -0.3472 Eh
- E: -6459.288495 Eh
- SMILES string: COB(O)[C@@H]1C(=O)N[C@](N)(F)[C@@]1(CCCCCN)B(O)OC.FC(F)C(F)(F)COC(F)(F)C(F)F.FC(F)C(F)(F)COC(F)(F)C(F)F.FC(F)C(F)(F)COC(F)(F)C(F)F.FC(F)C(F)(F)COC(F)(F)C(F)F.FC(F)C(F)(F)COC(F)(F)C(F)F

Mulliken population analysis, charges in e, atoms 1 to 2: number 1, C, carries -0.587; number 2, O, carries -0.644



No. 2
The following is a quantum chemistry calculation of H4NOP2 as an isolated structure, from the OMol25 dataset.

Geometry as XYZ:
```
8
Properties=species:S:1:pos:R:3
N -1.3368 -0.0418 0.1764
O 0.6488 -0.5734 2.5003
P -1.1678 -0.0912 -1.4089
P 0.2347 -0.1800 1.0738
H -0.3651 1.2113 -1.6989
H 0.1656 -0.5296 -1.5288
H 0.8335 1.1243 0.6751
H 0.9871 -0.9197 0.2109
```

## Properties
- Highest occupied orbital energy: -0.1332 Eh
- E: -815.108155 Eh
- Total charge: -1
- Energy relative to the best compared isomer or geometry (same formula, charge and spin): 99.1 kJ/mol

Mulliken population analysis, charges in e, atoms 1 to 2: number 1, N, carries -0.524; number 2, O, carries -0.676



No. 3
The following is a quantum chemistry calculation of C42H48BaF6N4S2Sb as an isolated structure, from the OMol25 dataset.

Geometry as XYZ:
```
104
Properties=species:S:1:pos:R:3
Ba 0.7684 -0.3617 -0.0906
C -0.3863 2.9385 5.7856
C 0.5971 1.8164 5.4444
C 0.1283 0.9625 4.3107
C -0.5223 -0.2262 4.3753
C -0.9095 -0.9950 5.6005
C 0.0937 -2.1009 5.9289
C -0.7223 -0.6679 2.9851
N -0.2248 0.2713 2.1654
C 0.2968 1.2811 2.8865
C 0.8346 2.4548 2.3529
C 0.8710 2.9148 1.0193
C 1.2303 4.2655 0.5890
C 1.7930 5.3370 1.4707
C 3.2878 5.1333 1.7297
C 0.9944 4.3220 -0.7541
C 0.4857 3.0109 -1.1484
C -0.0158 2.6479 -2.4028
C -0.6806 1.4797 -2.8173
N -0.8480 0.3678 -2.0724
C -1.6681 -0.4800 -2.7187
C -2.1903 -1.6778 -2.1861
C -2.1338 -2.1885 -0.8878
N -1.5017 -1.5902 0.1462
C -1.7547 -2.2570 1.2819
C -1.3732 -1.8377 2.5726
C -2.5961 -3.4156 0.9645
C -2.8264 -3.3725 -0.3780
C -3.6684 -4.3038 -1.1950
C -5.0988 -3.7871 -1.3706
C -3.0489 -4.4500 1.9477
C -1.9276 -5.4297 2.3041
C -2.0318 0.1021 -4.0045
C -1.4171 1.3205 -4.0657
C -1.5335 2.3510 -5.1466
C -2.6112 3.3936 -4.8372
C -2.8710 -0.5571 -5.0555
C -2.0678 -1.5847 -5.8576
N 0.4599 2.2190 -0.0521
C 1.1437 5.5078 -1.6568
C -0.1652 6.2868 -1.8105
H -0.0192 3.5568 6.6099
H -1.3569 2.5262 6.0712
H -0.5505 3.5834 4.9197
H 0.7678 1.1915 6.3248
H 1.5733 2.2371 5.1914
H -1.9074 -1.4256 5.4678
H -0.9932 -0.3105 6.4503
H 0.2254 -2.7726 5.0823
H -0.2348 -2.6852 6.7940
H 1.0784 -1.6797 6.1365
H 1.2075 3.1511 3.0989
H 1.2570 5.3469 2.4244
H 1.6245 6.3202 1.0217
H 3.4680 4.1611 2.1915
H 3.6889 5.9082 2.3893
H 3.8471 5.1536 0.7926
H 0.0471 3.4260 -3.1602
H -2.7957 -2.2568 -2.8791
H -1.6933 -2.4839 3.3848
H -3.6910 -5.2919 -0.7268
H -3.2071 -4.4471 -2.1758
H -5.5892 -3.6763 -0.4012
H -5.6979 -4.4663 -1.9845
H -5.0953 -2.8049 -1.8467
H -3.9050 -4.9996 1.5449
H -3.4072 -3.9591 2.8577
H -1.5804 -5.9571 1.4137
H -2.2611 -6.1695 3.0373
H -1.0695 -4.8979 2.7179
H -1.7582 1.8671 -6.1015
H -0.5707 2.8512 -5.2854
H -3.5857 2.9141 -4.7245
H -2.6842 4.1456 -5.6287
H -2.3903 3.9020 -3.8967
H -3.2844 0.1964 -5.7324
H -3.7323 -1.0485 -4.5933
H -1.2332 -1.1024 -6.3701
H -2.6894 -2.0884 -6.6040
H -1.6432 -2.3391 -5.1928
H 1.4920 5.1798 -2.6399
H 1.9209 6.1726 -1.2698
H -0.9500 5.6421 -2.2110
H -0.0466 7.1428 -2.4815
H -0.5096 6.6532 -0.8412
S 3.5271 -0.1874 -2.0779
C 4.0427 -1.6847 -2.6775
C 5.3082 -1.7288 -3.3347
C 5.8342 -2.8714 -3.8628
C 5.1103 -4.0793 -3.7636
C 3.8966 -4.0856 -3.1406
C 3.3050 -2.9179 -2.5744
S 1.7922 -3.0895 -1.8322
H 5.8437 -0.7892 -3.3893
H 6.8038 -2.8517 -4.3475
H 5.5182 -4.9971 -4.1721
H 3.3237 -4.9996 -3.0437
F 2.7205 -1.1358 1.9607
Sb 3.9259 -1.5980 3.3746
F 4.8301 -2.8237 2.2513
F 5.0982 -1.9996 4.8275
F 5.1210 -0.2127 2.8662
F 2.9530 -0.3937 4.4790
F 2.7907 -3.0224 3.9293
```

## Properties
- Highest occupied orbital energy (alpha / beta): -0.0709 / -0.0709 Eh
- E: -3509.962767 Eh
- Total charge: -2
- Energy relative to the best compared isomer or geometry (same formula, charge and spin): 0.0 kJ/mol
- Multiplicity: 2

Mulliken population analysis, charges in e, atoms 1 to 2: number 1, Ba, carries 1.696; number 2, C, carries -1.293



No. 4
The following is a quantum chemistry calculation of an isolated ion of composition C5H9N4OS and charge +1, from the OMol25 dataset.

Geometry as XYZ:
```
20
Properties=species:S:1:pos:R:3
C -2.1258 1.7609 0.5018
C -3.0091 0.7168 0.6384
S -2.9002 -0.7982 -0.1987
O -1.3117 -1.4662 0.1130
C -0.0413 -1.2292 -0.0122
N 0.4805 -0.1167 -0.5241
C 2.0025 -0.0727 -0.3169
C 2.2868 -1.5374 0.0037
N 0.9547 -1.9906 0.3443
N -0.2004 0.9020 -1.0821
N -0.9380 1.8327 -0.2477
H -2.1435 2.6547 1.2514
H -3.7918 0.7371 1.3986
H 2.2370 0.6685 0.5508
H 2.2511 0.3086 -1.3512
H 2.6195 -2.0275 -0.8917
H 3.0526 -1.6359 0.7865
H 0.8333 -2.7499 1.0285
H 0.2597 1.2523 -1.9207
H -0.5158 2.7907 -0.0717
```

## Properties
- Highest occupied orbital energy: -0.4353 Eh
- E: -887.988430 Eh
- Total charge: +1
- SMILES string: C1=C\SOC2=[N+](CCN2)NN/1
- Energy relative to the best compared isomer or geometry (same formula, charge and spin): 94.5 kJ/mol

Mulliken population analysis, charges in e, atoms 1 to 2: number 1, C, carries 0.097; number 2, C, carries -0.449



No. 5
The following is a quantum chemistry calculation of C15H24Cl2N3O3OsSSi as an isolated structure, from the OMol25 dataset.

Geometry as XYZ:
```
50
Properties=species:S:1:pos:R:3
Os 0.7869 -0.6762 0.0350
O -2.1661 -3.2575 -1.0625
C -1.4195 -2.3287 -0.8973
O -0.3815 -2.3262 -0.0981
C -1.6379 -1.0244 -1.6121
C -2.6964 -0.8181 -2.4736
C -2.8140 0.4167 -3.0873
C -1.8673 1.3976 -2.8105
C -0.8341 1.1115 -1.9438
N -0.7225 -0.0870 -1.3522
H -3.3860 -1.6336 -2.6404
H -3.6254 0.6155 -3.7742
H -1.9224 2.3745 -3.2688
H -0.0722 1.8423 -1.7167
Cl 1.7930 2.0410 0.2134
C 3.4004 2.8348 0.1144
Cl 4.6452 1.8757 0.8904
H 3.3000 3.7832 0.6279
H 3.6402 2.9621 -0.9341
C 3.8283 -0.6144 -1.8376
Si 2.1034 -1.3354 -1.9533
C 2.1399 -3.2028 -1.9904
C 1.3327 -0.6991 -3.5403
H 4.4139 -0.9942 -2.6793
H 4.3482 -0.8867 -0.9187
H 3.8195 0.4750 -1.9081
H 2.6227 -3.5278 -2.9159
H 1.1344 -3.6239 -1.9650
H 2.6979 -3.6252 -1.1529
H 1.9703 -1.0023 -4.3752
H 1.2564 0.3895 -3.5690
H 0.3410 -1.1192 -3.7216
O 3.1057 -2.0450 3.3323
S 3.1346 -2.1398 1.8945
N 2.1289 -1.2794 1.1629
C -1.5578 2.1695 4.1615
C -2.1766 1.0324 3.3363
C -3.4725 1.4870 2.6475
C -2.4135 -0.2140 4.2013
C -1.2260 0.6684 2.2759
N -0.4797 0.3759 1.4566
H -2.2570 2.4507 4.9481
H -1.3629 3.0455 3.5429
H -0.6245 1.8533 4.6267
H -4.1896 1.7852 3.4114
H -3.9096 0.6789 2.0610
H -3.2917 2.3399 1.9930
H -3.1225 0.0378 4.9892
H -1.4870 -0.5512 4.6652
H -2.8271 -1.0319 3.6119
```

## Properties
- Highest occupied orbital energy (alpha / beta): -0.4376 / -0.4398 Eh
- E: -2674.473605 Eh
- Total charge: +1
- Energy relative to the best compared isomer or geometry (same formula, charge and spin): 136.7 kJ/mol

Mulliken population analysis, charges in e, atoms 1 to 2: number 1, Os, carries 1.146; number 2, O, carries -0.653



Q: Which value of E does entry 5 give?
A: -2674.473605 Eh